Record 1
Computed, not measured: C25H21Br2MnN5O5SSe as an isolated structure, with wB97M-V/def2-TZVPD.

Structure (XYZ):
```
61
Properties=species:S:1:pos:R:3:forces:R:3:mulliken_spin:R:1
Mn 0.313 -0.500 -0.022 -0.230 0.239 -0.133 3.937
C -1.941 -1.643 -2.516 0.016 -0.029 -0.037 0.020
C -2.312 -0.323 -1.912 -0.028 0.023 -0.023 0.013
C -3.474 0.362 -2.322 0.019 0.010 0.052 -0.007
C -3.816 1.550 -1.739 -0.019 -0.002 -0.021 0.010
C -3.004 2.095 -0.722 -0.001 0.041 0.024 -0.014
C -3.242 3.311 -0.027 0.010 -0.022 -0.004 0.022
Br -4.752 4.358 -0.450 -0.007 0.005 0.007 0.002
C -2.386 3.733 0.947 0.034 -0.039 -0.001 -0.012
C -1.241 2.975 1.283 -0.110 0.046 -0.065 0.026
Br -0.090 3.598 2.627 0.029 -0.034 0.004 0.002
C -0.968 1.800 0.634 0.073 -0.005 0.014 0.015
O 0.102 1.041 0.897 -0.020 0.093 0.044 -0.013
C -1.861 1.360 -0.375 -0.008 0.033 0.010 -0.003
N -1.530 0.177 -0.973 -0.070 -0.056 -0.027 0.046
H -2.632 -1.919 -3.309 0.000 0.012 -0.001 0.000
H -1.963 -2.425 -1.757 -0.019 -0.002 0.007 -0.002
H -0.931 -1.621 -2.927 0.008 0.004 0.029 0.000
H -4.093 -0.069 -3.096 0.000 -0.006 -0.003 0.000
H -4.709 2.078 -2.046 0.002 0.000 -0.001 0.001
H -2.573 4.656 1.476 -0.006 0.005 -0.004 -0.001
Se 4.383 -0.463 0.674 0.139 0.138 -0.212 0.006
N 5.000 -0.090 -0.939 -0.094 -0.079 0.032 0.009
C 3.960 0.160 -1.715 0.129 0.074 -0.103 -0.004
C 3.956 0.447 -3.115 -0.001 0.014 0.041 0.005
C 2.749 0.597 -3.720 -0.102 0.001 0.045 -0.003
C 1.531 0.473 -2.975 0.027 0.196 -0.030 0.010
N 1.492 0.257 -1.691 0.231 -0.263 0.116 -0.012
C 2.699 0.096 -1.063 -0.160 0.013 0.100 -0.009
N 2.685 -0.204 0.219 0.070 -0.273 -0.074 -0.004
H 4.888 0.525 -3.658 0.007 -0.006 0.002 0.000
H 2.678 0.806 -4.777 0.006 -0.007 -0.004 0.000
H 0.579 0.580 -3.483 -0.004 -0.017 -0.001 0.001
C 3.617 0.910 3.691 0.006 0.042 -0.046 -0.001
C 3.183 -0.529 3.625 -0.031 0.056 0.102 -0.002
C 1.827 -0.848 3.577 -0.035 -0.029 0.031 0.006
C 1.407 -2.169 3.598 -0.056 0.024 0.019 0.000
C 2.353 -3.184 3.644 0.110 -0.023 -0.026 -0.002
C 3.709 -2.894 3.675 0.020 -0.023 -0.012 0.001
C 4.115 -1.568 3.662 -0.051 -0.048 0.121 0.000
S 1.815 -4.866 3.659 0.031 -0.116 0.065 0.000
O 2.668 -5.675 4.469 0.045 0.034 -0.034 0.000
O 0.403 -4.850 3.921 -0.068 0.032 -0.066 0.000
N 2.133 -5.309 2.087 -0.128 0.102 0.049 0.000
C 1.675 -4.455 1.004 0.186 -0.033 0.043 0.001
C 0.155 -4.172 0.919 -0.235 0.040 0.043 0.004
C 0.012 -2.760 0.484 0.166 0.062 0.004 -0.006
O 0.615 -2.329 -0.574 -0.100 -0.101 -0.154 -0.046
O -0.555 -1.871 1.181 0.013 -0.005 0.065 0.001
H 3.324 1.350 4.645 0.013 -0.022 0.031 0.000
H 3.144 1.512 2.912 -0.024 -0.044 -0.001 0.000
H 4.699 1.008 3.600 -0.001 0.005 0.009 0.000
H 1.089 -0.055 3.552 0.012 0.014 -0.022 -0.001
H 0.353 -2.413 3.593 0.044 -0.001 0.018 0.001
H 4.431 -3.699 3.730 -0.001 -0.004 -0.006 0.000
H 5.172 -1.333 3.712 0.008 -0.004 0.028 0.000
H 1.981 -6.304 1.965 0.046 -0.019 0.064 0.000
H 2.034 -4.882 0.070 -0.017 -0.042 0.031 -0.001
H 2.205 -3.509 1.123 0.002 0.028 -0.063 0.001
H -0.329 -4.267 1.890 0.055 -0.071 -0.026 -0.002
H -0.344 -4.844 0.218 0.067 0.042 -0.051 0.001
```
Forces are in eV/Å.

**ΔE to the lowest compared entry with this formula, charge and spin**: 0.0 kJ/mol
**HOMO-LUMO gap (spin up / spin down)**: 6.12 / 6.19 eV
**Charge**: +1
**Energy**: -291536.635 eV
**E_HOMO (spin up / spin down)**: -0.401 / -0.405 Eh
**Multiplicity**: 5

=====

Record 2
Computed, not measured: C31H34AsCl3N8O3SV as an isolated structure, with wB97M-V/def2-TZVPD.

Structure (XYZ):
```
82
Properties=species:S:1:pos:R:3:forces:R:3:mulliken_spin:R:1
V 0.358 0.571 0.106 0.306 -0.010 -0.554 1.019
Cl -6.710 0.287 1.613 0.005 -0.002 -0.010 0.000
C -5.117 0.130 0.929 0.035 -0.021 -0.041 -0.001
C -4.020 0.574 1.641 0.045 0.059 0.103 0.000
C -2.766 0.431 1.079 -0.229 -0.034 -0.154 -0.022
Cl -1.358 0.976 1.953 0.075 0.016 0.068 0.011
C -2.523 -0.141 -0.185 0.169 0.119 -0.074 0.015
O -1.337 -0.281 -0.680 0.026 -0.175 0.286 -0.018
C -3.690 -0.574 -0.856 0.038 -0.038 -0.070 -0.004
Cl -3.484 -1.296 -2.420 -0.024 0.005 0.035 0.000
C -4.955 -0.447 -0.323 -0.056 0.016 0.017 0.001
H -4.137 1.015 2.622 -0.009 -0.003 -0.013 0.001
H -5.813 -0.797 -0.879 0.008 -0.002 -0.005 0.000
O -0.171 2.266 -0.860 -0.021 -0.039 0.059 0.003
N 0.033 2.277 -2.124 -0.024 0.091 0.047 -0.027
N 0.792 1.327 -2.511 0.032 -0.083 0.063 0.006
O 1.322 0.470 -1.656 -0.179 0.143 0.164 0.013
C 1.088 1.169 -3.899 0.057 0.050 -0.041 0.002
C 2.161 0.369 -4.257 0.012 -0.044 0.092 -0.002
C 2.460 0.202 -5.600 -0.033 0.031 -0.076 0.001
C 1.694 0.828 -6.573 0.033 -0.028 0.052 -0.001
C 0.618 1.620 -6.196 0.009 -0.007 -0.008 0.001
C 0.304 1.793 -4.859 -0.041 0.058 0.017 -0.001
H 2.740 -0.113 -3.483 0.000 0.003 -0.009 0.000
H 3.297 -0.422 -5.884 0.000 -0.001 0.002 0.000
H 1.929 0.693 -7.620 0.001 -0.001 0.000 0.000
H 0.012 2.102 -6.952 -0.011 0.006 0.015 0.000
H -0.537 2.397 -4.553 0.006 0.000 -0.014 0.000
N 2.802 -0.250 4.568 0.067 0.031 0.018 -0.001
C 2.068 -1.215 5.217 -0.003 0.010 -0.028 -0.001
C 0.961 -1.402 4.447 -0.011 -0.016 -0.064 0.001
N 0.997 -0.583 3.347 0.022 0.009 0.037 0.009
C 2.112 0.098 3.443 -0.047 -0.064 0.017 -0.010
C 2.539 1.124 2.508 -0.028 0.113 -0.206 -0.005
N 1.966 1.396 1.349 -0.127 -0.053 0.115 -0.006
C 2.623 2.498 0.840 0.011 0.005 -0.038 -0.005
C 3.615 2.873 1.686 0.006 -0.021 0.053 0.004
N 3.556 1.998 2.743 0.010 -0.062 0.067 -0.004
H 3.688 0.107 4.879 0.012 -0.042 -0.026 0.000
H 2.397 -1.664 6.137 0.004 0.009 0.003 0.000
H 0.137 -2.076 4.618 0.008 0.002 0.007 0.000
H 2.317 2.973 -0.076 -0.044 -0.024 -0.025 0.000
H 4.327 3.677 1.648 -0.012 0.004 -0.035 0.000
H 4.151 2.026 3.551 -0.049 0.033 0.006 0.000
C 2.436 -2.907 1.254 0.137 0.073 -0.052 0.001
As 1.115 -1.909 0.218 -0.262 -0.235 0.218 0.013
C 1.546 -2.592 -1.549 -0.028 0.057 -0.050 0.001
C -0.484 -2.984 0.701 0.065 -0.025 -0.001 0.002
C -0.483 -4.396 0.210 -0.007 0.024 0.006 0.001
C 0.033 -5.440 0.974 -0.004 -0.006 -0.007 0.000
C 0.051 -6.740 0.486 0.010 0.021 0.029 0.000
C -0.452 -7.018 -0.776 0.000 0.008 0.004 0.000
C -0.982 -5.988 -1.542 0.005 -0.015 0.002 0.000
C -0.997 -4.691 -1.053 0.000 0.006 0.004 0.000
H 2.319 -3.977 1.085 0.014 -0.007 -0.026 0.000
H 2.312 -2.686 2.312 -0.005 -0.017 0.039 -0.002
H 3.437 -2.606 0.943 0.000 0.005 0.010 -0.001
H 1.489 -3.678 -1.582 0.007 -0.017 0.022 0.000
H 2.555 -2.267 -1.804 -0.009 0.026 0.006 0.001
H 0.851 -2.151 -2.261 0.003 -0.035 -0.016 0.000
H -1.328 -2.436 0.288 -0.001 0.021 0.003 0.009
H -0.539 -2.934 1.790 -0.001 0.008 0.007 0.000
H 0.412 -5.232 1.969 0.006 -0.007 -0.001 0.000
H 0.454 -7.537 1.099 -0.004 -0.004 -0.010 0.000
H -0.441 -8.032 -1.155 -0.004 0.006 -0.008 0.000
H -1.389 -6.196 -2.524 0.002 0.001 0.004 0.000
H -1.416 -3.888 -1.651 0.001 -0.006 -0.004 0.000
C -2.123 4.541 -0.986 -0.034 0.054 0.004 -0.001
N -1.625 4.682 0.360 0.016 0.032 -0.050 0.000
C -2.435 4.287 1.498 0.012 0.012 -0.007 0.000
C -1.480 4.475 2.690 0.019 0.015 -0.015 0.000
N -0.216 4.790 2.033 0.004 -0.020 0.028 0.000
C -0.372 5.022 0.697 -0.141 0.006 -0.069 -0.001
S 0.798 5.657 -0.306 0.152 -0.029 0.073 0.000
H -2.943 5.241 -1.168 0.001 0.006 0.014 0.000
H -2.475 3.520 -1.143 0.005 0.003 0.007 0.000
H -1.310 4.745 -1.677 -0.008 -0.001 0.006 0.000
H -2.772 3.254 1.387 0.031 0.006 -0.003 0.000
H -3.319 4.925 1.573 -0.020 -0.026 0.006 0.000
H -1.396 3.567 3.287 -0.011 -0.001 0.020 0.000
H -1.804 5.289 3.341 -0.002 0.019 -0.017 0.000
H 0.522 5.281 2.505 0.001 -0.007 -0.030 0.000
```
Forces are in eV/Å.

**ΔE to the lowest compared entry with this formula, charge and spin**: 0.0 kJ/mol
**HOMO-LUMO gap (spin up / spin down)**: 6.25 / 5.50 eV
**Energy**: -185690.517 eV
**E_HOMO (spin up / spin down)**: -0.234 / -0.206 Eh
**Multiplicity**: 2

=====

Record 3
Computed, not measured: one molecule with the formula C17H29N5O7, with wB97M-V/def2-TZVPD.

Structure (XYZ):
```
58
Properties=species:S:1:pos:R:3:forces:R:3:nbo_charge:R:1
C -3.866 2.345 -3.814 0.001 0.122 -0.073 -0.246
O -3.262 1.395 -2.965 0.288 -0.034 -0.036 -0.554
C -3.951 0.167 -2.980 -0.081 -0.188 -0.031 -0.078
C -3.195 -0.850 -2.168 0.114 -0.066 -0.011 -0.087
O -3.061 -0.378 -0.839 -0.163 -0.003 0.046 -0.525
C -2.769 -1.359 0.114 0.007 0.080 0.048 -0.139
C -1.347 -1.233 0.654 -0.002 -0.173 -0.001 0.661
O -0.381 -1.129 -0.077 0.032 0.055 -0.008 -0.631
N -1.265 -1.345 2.005 -0.030 0.073 -0.014 -0.609
C -0.031 -1.436 2.750 0.044 -0.102 0.029 -0.266
C 0.448 -0.109 3.359 -0.025 0.028 0.034 0.263
O -0.636 0.640 3.885 0.009 -0.052 -0.017 -0.533
C -1.273 0.068 5.006 -0.012 0.004 0.016 -0.251
C 1.564 -0.371 4.380 0.010 0.022 0.009 -0.445
C 2.826 -0.492 3.535 -0.027 0.034 0.008 -0.213
N 2.524 0.319 2.358 0.045 -0.064 0.022 -0.440
C 3.497 0.518 1.435 -0.037 -0.022 0.009 0.694
O 4.613 0.044 1.591 -0.024 0.019 -0.008 -0.634
C 3.138 1.294 0.189 0.045 0.031 -0.012 -0.495
C 2.604 0.345 -0.884 0.024 -0.045 -0.022 -0.406
C 2.568 1.017 -2.251 -0.002 -0.064 -0.002 -0.210
N 1.776 0.255 -3.200 0.011 0.097 -0.072 -0.410
C 0.427 0.328 -3.394 -0.003 0.207 0.162 0.620
O -0.255 1.270 -2.735 0.138 -0.191 -0.084 -0.678
N 0.001 -0.547 -4.241 -0.082 0.003 0.001 -0.386
N 1.130 -1.274 -4.651 -0.001 -0.049 -0.023 -0.376
C 2.134 -0.773 -4.019 -0.036 -0.008 0.068 0.605
O 3.420 -1.148 -4.090 0.032 -0.021 -0.014 -0.666
C 1.140 0.773 2.315 0.001 0.019 -0.014 -0.230
H -3.289 3.264 -3.739 -0.007 0.000 -0.001 0.198
H -3.863 2.003 -4.855 0.000 -0.003 0.022 0.172
H -4.900 2.544 -3.511 0.036 -0.019 0.014 0.169
H -4.965 0.296 -2.577 0.052 0.059 0.016 0.170
H -4.034 -0.210 -4.009 -0.013 0.011 0.038 0.179
H -3.766 -1.787 -2.182 0.002 0.003 -0.031 0.171
H -2.213 -1.046 -2.609 0.065 0.012 -0.024 0.205
H -3.494 -1.276 0.931 0.000 0.016 -0.009 0.174
H -2.853 -2.368 -0.304 0.008 -0.008 0.015 0.196
H -2.121 -1.291 2.527 -0.004 0.029 -0.007 0.396
H -0.175 -2.167 3.550 0.008 -0.028 -0.023 0.201
H 0.739 -1.829 2.085 0.005 0.039 -0.002 0.242
H -2.073 0.748 5.290 -0.004 -0.007 0.010 0.203
H -1.711 -0.914 4.789 0.003 0.005 -0.005 0.151
H -0.589 -0.044 5.853 -0.003 0.004 -0.003 0.174
H 1.624 0.496 5.040 0.020 0.007 -0.015 0.222
H 1.392 -1.256 4.993 -0.010 0.007 -0.001 0.216
H 3.717 -0.119 4.039 0.008 -0.004 0.004 0.222
H 3.038 -1.522 3.237 -0.011 -0.004 0.006 0.200
H 2.409 2.083 0.390 0.007 -0.007 0.014 0.212
H 4.066 1.762 -0.144 -0.015 -0.001 -0.026 0.232
H 3.246 -0.538 -0.940 -0.003 0.001 0.002 0.218
H 1.601 -0.001 -0.632 0.007 0.016 0.013 0.240
H 2.123 2.011 -2.185 -0.025 -0.011 0.002 0.218
H 3.573 1.123 -2.658 -0.002 0.019 -0.013 0.218
H -1.203 1.135 -2.890 -0.371 0.128 0.017 0.523
H 3.460 -1.889 -4.708 -0.002 0.004 -0.004 0.505
H 0.706 0.642 1.325 -0.043 0.009 -0.015 0.231
H 1.036 1.817 2.623 0.017 0.010 -0.007 0.205
```
Forces are in eV/Å.

**ΔE to the lowest compared entry with this formula, charge and spin**: 76.0 kJ/mol
**HOMO-LUMO gap**: 8.70 eV
**Energy**: -39882.344 eV
**E_HOMO**: -0.303 Eh

=====

Record 4
Computed, not measured: C5H9O3 as an isolated structure at a distorted geometry, with wB97M-V/def2-TZVPD.

Structure (XYZ):
```
17
Properties=species:S:1:pos:R:3:forces:R:3:mulliken_spin:R:1
H 2.003 -1.588 0.291 0.221 0.178 0.088 0.004
C 1.597 -0.569 0.260 2.460 3.484 0.682 -0.018
C 0.215 -0.350 -0.059 -1.202 0.564 -0.158 0.032
C -0.272 0.911 -0.061 0.426 -0.843 0.103 -0.020
C -1.686 1.219 -0.384 -0.699 0.329 0.112 -0.002
O -2.588 0.637 0.571 2.296 -0.535 0.454 -0.002
C -0.594 -1.571 -0.368 -0.394 -0.169 0.064 0.003
O 2.331 0.437 0.484 -5.341 -1.754 -1.186 0.263
O 3.973 -0.072 0.804 4.198 -0.826 0.922 0.776
H 4.206 0.837 1.067 0.012 -0.494 -0.115 -0.032
H 0.371 1.768 0.146 0.030 -0.473 0.006 -0.005
H -1.788 2.310 -0.347 -0.214 -0.134 -0.323 0.000
H -1.917 0.834 -1.390 0.006 0.233 0.080 -0.002
H -3.459 0.838 0.325 -1.829 0.475 -0.589 0.000
H 0.059 -2.454 -0.321 -0.338 0.124 -0.104 0.000
H -1.415 -1.686 0.357 0.280 -0.044 -0.334 0.001
H -1.034 -1.502 -1.376 0.087 -0.115 0.298 0.001
```
Forces are in eV/Å.

**ΔE to the lowest compared entry with this formula, charge and spin**: 328.2 kJ/mol
**HOMO-LUMO gap (spin up / spin down)**: 7.23 / 8.47 eV
**Energy**: -11468.481 eV
**E_HOMO (spin up / spin down)**: -0.290 / -0.333 Eh
**Multiplicity**: 2

=====

Record 5
Computed, not measured: a 2-piece molecular cluster, C3H6N2O overall at a distorted geometry, with wB97M-V/def2-TZVPD.

Structure (XYZ):
```
12
Properties=species:S:1:pos:R:3:forces:R:3:nbo_charge:R:1
C 0.339 1.091 0.505 0.661 0.354 -0.327 -0.329
C 0.245 -0.173 -0.261 0.624 0.160 -0.662 -0.149
C -0.255 -0.167 -1.690 0.027 -0.085 0.251 -0.609
N -0.190 -0.784 2.802 -0.255 -1.226 -0.277 0.258
N -0.699 0.148 0.756 -1.098 -0.418 0.843 -0.240
O -0.425 -1.909 2.766 0.259 1.204 0.091 -0.188
H 1.119 1.210 1.248 0.002 -0.075 0.123 0.209
H 0.030 2.025 0.049 -0.066 0.052 -0.052 0.203
H 0.974 -0.954 -0.051 -0.050 0.024 0.197 0.203
H -1.058 0.558 -1.794 -0.050 0.066 -0.069 0.215
H -0.637 -1.148 -1.967 -0.044 -0.046 -0.060 0.214
H 0.557 0.102 -2.365 -0.010 -0.010 -0.056 0.215
```
Forces are in eV/Å.

**ΔE to the lowest compared entry with this formula, charge and spin**: 554.7 kJ/mol
**HOMO-LUMO gap (spin up / spin down)**: 9.75 / 7.87 eV
**Energy**: -8230.949 eV
**E_HOMO (spin up / spin down)**: -0.346 / -0.307 Eh

=====

Record 6
Computed, not measured: C3H3CoO3 as an isolated structure at a distorted geometry, with wB97M-V/def2-TZVPD.

Structure (XYZ):
```
10
Properties=species:S:1:pos:R:3:forces:R:3:mulliken_spin:R:1
H 0.392 -1.306 -0.275 0.067 -1.649 0.086 0.036
O -1.000 0.777 1.550 0.579 0.354 -0.925 0.002
C -0.401 1.239 0.609 -1.366 -1.246 1.750 0.047
O 0.346 0.662 -0.273 0.450 -0.715 -0.373 -0.028
O -0.445 2.580 0.302 -0.245 1.031 0.129 -0.036
Co 1.070 2.319 -1.131 0.331 0.197 -0.471 3.997
H -1.001 3.112 0.909 0.332 -0.414 -0.236 0.020
C 0.439 -2.523 -0.302 -0.116 0.804 0.214 0.100
C 0.491 -3.752 -0.070 -0.127 1.735 -0.481 0.870
H 0.108 -3.107 -1.317 0.094 -0.097 0.307 -0.007
```
Forces are in eV/Å.

**ΔE to the lowest compared entry with this formula, charge and spin**: 515.1 kJ/mol
**HOMO-LUMO gap (spin up / spin down)**: 4.79 / 3.97 eV
**Charge**: +1
**Energy**: -46912.362 eV
**E_HOMO (spin up / spin down)**: -0.402 / -0.532 Eh
**Multiplicity**: 6